Below is a cluster of 4 separate species, C5H14O3 in total in a non-equilibrium geometry, with properties calculated with wB97M-V/def2-TZVPD.

Summary:
- DFT total energy: -424.53280 hartree
- F_max: 2.7 eV/Å
- Energy above the lowest of the compared OMol25 structures with the same formula, charge and spin: 1.9980 eV
- HOMO: -9.1 eV
- Gap between HOMO and LUMO: 9.75 eV

Atoms and positions in Å:
C1 1.635740 -1.220343 -1.488083
C2 0.336681 -0.977076 -1.598065
C3 -0.176694 0.393544 -1.673372
C4 -0.911355 0.945539 -0.706530
C5 -1.212704 2.382694 -0.635284
H1 2.076031 -2.178063 -1.248855
H2 2.345114 -0.425572 -1.707507
H3 -0.400160 -1.770630 -1.699174
H4 0.309320 0.968486 -2.458465
H5 -1.192341 0.317505 0.135515
H6 -0.274062 2.911949 -0.826671
H7 -1.583668 2.785824 0.330167
H8 -2.038648 2.903329 -1.128881
O1 2.481411 0.405475 2.603397
H9 3.450604 0.538244 2.562188
H10 2.511456 -0.571171 2.701862
O2 -0.975677 -4.118470 -0.455082
H11 -0.348025 -4.379515 -1.152373
H12 -1.637997 -3.480808 -0.670091
O3 -1.503979 1.334614 3.356588
H13 -1.864420 2.224019 3.145742
H14 -1.026628 1.010424 2.612975

Cartesian forces, eV/Å:
0.3 0.1 -0.4
-0.2 -0.6 -0.2
0.5 0.4 0.2
-0.2 -0.8 -0.5
-0.2 2.3 1.3
-0.2 -0.2 -0.3
0.0 0.1 0.6
0.2 -0.1 0.7
-0.4 0.4 0.0
-0.2 -0.1 -0.2
-0.3 0.3 -0.2
0.9 -0.9 0.4
0.2 -0.9 -1.4
1.3 -1.3 0.1
-0.7 0.6 0.0
-0.7 0.7 -0.1
1.2 -1.3 0.9
-1.0 0.8 0.1
-0.2 0.5 -1.0
-1.1 1.1 1.0
0.6 -1.1 0.0
0.6 -0.1 -1.0